# 1
This record from the OMol25 dataset describes a 11-piece molecular cluster, C35H89N3O11 overall at a distorted geometry. The level of theory is ωB97M-V with the def2-TZVPD basis set.

Computed properties:
<S²>: 0.75
Lowest unoccupied orbital energy (spin up / spin down) (eV): 1.9 / 1.9
Energy above the lowest of the compared OMol25 structures with the same formula, charge and spin (kJ/mol): 0.0
2S+1: 2
Net charge: -1
Electronic energy (hartree): -2378.55669
HOMO (spin up / spin down) (eV): -0.089 / -6.406

Each line ends with the Löwdin spin population.
Atoms and positions in Å:
1 H -22.44 15.56 -26.60  0.000
2 O -22.81 8.28 -33.29  0.027
3 H -18.01 18.43 -30.96  0.000
4 C -15.53 12.21 -27.36  0.002
5 H -24.58 10.10 -26.23  0.000
6 O -26.29 10.08 -22.57  0.000
7 C -19.85 10.29 -23.87  0.000
8 O -19.08 8.58 -28.38  0.006
9 H -19.28 9.03 -29.20  0.003
10 H -19.01 10.98 -23.85  0.000
11 H -20.52 13.87 -28.33  0.000
12 H -18.69 12.49 -28.99  0.002
13 H -19.65 13.26 -26.19  0.000
14 H -18.69 18.82 -33.94  0.002
15 C -16.82 13.00 -27.76  0.000
16 H -18.21 20.07 -32.75  0.000
17 C -23.82 12.81 -33.23  0.033
18 H -24.96 12.51 -27.15  0.000
19 C -17.86 12.05 -28.42  0.004
20 H -23.24 11.01 -25.82  0.000
21 O -18.96 9.84 -31.19  0.063
22 C -21.51 11.90 -30.33  0.019
23 C -15.59 15.28 -28.25  0.001
24 C -20.33 19.63 -32.69  0.000
25 H -22.91 18.16 -32.74  0.001
26 O -20.61 11.65 -33.99  0.306
27 H -19.67 18.69 -29.67  0.000
28 C -15.73 14.67 -25.07  0.000
29 H -20.44 12.06 -30.31  0.010
30 H -14.88 14.00 -25.25  0.000
31 H -23.79 14.24 -34.62  0.022
32 O -21.50 11.03 -31.51  0.037
33 H -20.92 8.98 -25.25  0.000
34 H -21.25 11.58 -32.25  0.023
35 H -19.22 9.21 -25.71  0.000
36 O -25.43 14.46 -33.42  0.003
37 H -17.31 17.81 -32.29  0.003
38 H -22.56 16.34 -31.01  0.001
39 H -19.85 10.20 -31.21  0.005
40 C -20.68 17.43 -31.29  0.002
41 H -14.76 12.89 -27.00  0.000
42 H -18.31 11.56 -27.55  0.000
43 H -19.38 16.54 -32.72  0.022
44 H -26.47 12.90 -22.25  0.000
45 H -15.24 15.64 -24.97  0.000
46 C -16.52 15.87 -27.20  0.000
47 H -24.62 8.39 -24.60  0.000
48 H -16.95 12.55 -25.18  0.000
49 H -22.98 9.10 -24.51  0.000
50 N -21.17 18.41 -32.31  0.001
51 H -14.58 15.03 -27.91  0.000
52 H -15.91 16.73 -26.93  0.000
53 C -22.19 14.86 -27.39  0.001
54 N -17.48 13.60 -26.56  0.000
55 H -23.30 12.06 -33.81  0.021
56 H -21.64 15.52 -32.22  0.017
57 C -23.71 11.49 -23.30  0.000
58 H -21.20 21.32 -33.93  0.000
59 C -28.25 11.32 -24.21  0.000
60 H -21.09 15.40 -30.55  0.002
61 C -24.61 13.67 -34.19  0.030
62 H -19.88 20.35 -30.79  0.000
63 C -22.03 11.16 -29.06  0.005
64 C -24.32 10.97 -25.63  0.000
65 H -23.80 12.55 -23.53  0.000
66 H -24.64 13.19 -25.56  0.000
67 C -18.05 15.64 -25.32  0.000
68 C -23.97 9.08 -24.06  0.000
69 C -18.31 18.10 -31.95  0.004
70 H -15.85 11.39 -26.71  0.000
71 C -25.01 12.31 -26.08  0.000
72 H -17.24 14.36 -29.27  0.002
73 H -22.68 11.27 -23.59  0.000
74 H -23.91 11.31 -22.24  0.000
75 H -18.21 8.21 -28.52  0.001
76 H -15.47 16.05 -29.01  0.001
77 C -20.92 20.27 -34.00  0.002
78 H -18.28 15.22 -24.34  0.000
79 H -17.38 11.32 -29.07  0.002
80 H -18.84 16.13 -31.11  0.006
81 H -19.27 9.52 -22.11  0.000
82 H -27.50 13.77 -23.45  0.000
83 H -28.36 10.34 -24.68  0.000
84 C -20.41 20.76 -31.65  0.000
85 H -20.29 20.18 -34.89  0.000
86 C -26.68 13.06 -23.31  0.000
87 O -20.55 13.58 -26.32  0.000
88 H -26.98 13.14 -25.76  0.000
89 H -25.92 13.91 -32.82  0.000
90 H -20.57 12.51 -34.41  0.105
91 C -21.54 16.07 -31.28  0.013
92 C -20.54 18.06 -29.85  0.001
93 O -19.67 9.21 -22.92  0.000
94 H -26.03 10.74 -21.92  0.000
95 H -17.73 16.68 -25.18  0.000
96 H -22.44 15.29 -28.37  0.000
97 H -20.19 11.06 -34.62  0.081
98 C -16.90 14.87 -26.10  0.000
99 H -19.02 15.73 -25.80  0.000
100 C -26.76 11.76 -24.21  0.000
101 H -20.05 15.28 -27.42  0.000
102 H -25.16 13.00 -34.86  0.004
103 C -24.51 10.55 -24.17  0.000
104 H -21.80 19.71 -34.32  0.001
105 H -23.12 11.15 -29.05  0.001
106 C -26.50 12.16 -25.69  0.000
107 H -21.98 12.85 -30.57  0.004
108 H -22.89 14.02 -27.34  0.000
109 H -28.95 12.08 -24.56  0.000
110 H -21.39 21.07 -31.28  0.000
111 C -18.82 19.18 -32.92  0.002
112 C -16.31 14.03 -28.80  0.007
113 O -17.83 12.75 -25.52  0.000
114 N -25.92 10.68 -23.76  0.000
115 H -17.38 16.24 -27.76  0.000
116 H -21.79 11.68 -28.13  0.000
117 H -21.45 18.59 -29.56  0.000
118 H -25.81 13.57 -23.72  0.000
119 H -23.12 13.39 -32.63  0.009
120 C -19.25 16.94 -31.72  0.022
121 O -22.49 18.81 -32.16  0.003
122 H -23.88 8.78 -23.02  0.000
123 H -20.61 10.98 -23.51  0.000
124 H -24.53 12.33 -32.55  0.003
125 C -20.72 14.42 -27.42  0.000
126 H -22.39 8.98 -32.80  0.009
127 H -21.58 10.16 -29.01  0.001
128 H -20.38 17.31 -29.07  0.000
129 H -14.99 11.89 -28.25  0.001
130 H -18.65 9.90 -32.09  0.025
131 H -20.43 10.52 -25.81  0.000
132 H -26.93 11.52 -26.46  0.000
133 C -20.08 9.67 -25.22  0.000
134 H -19.93 21.66 -32.05  0.000
135 H -23.58 8.69 -33.68  0.005
136 H -28.53 11.09 -23.18  0.000
137 H -15.97 14.41 -24.04  0.000
138 H -15.70 13.68 -29.63  0.006

# 2
This record from the OMol25 dataset describes one molecule with the formula C2H2N2S at a distorted geometry. The level of theory is ωB97M-V with the def2-TZVPD basis set.

Computed properties:
Lowest unoccupied orbital energy (eV): -0.2
Energy above the lowest of the compared OMol25 structures with the same formula, charge and spin (kJ/mol): 348.6
Electronic energy (hartree): -584.96814
HOMO (eV): -9.191

Each line ends with the natural charge from an NBO analysis.
Atoms and positions in Å:
1 N 0.48 0.88 0.10  -0.777
2 S 1.82 -0.11 0.06  0.753
3 N -1.91 0.80 -0.18  -0.719
4 C 1.14 -1.52 -0.18  -0.558
5 C -0.73 0.87 0.05  0.721
6 H -2.66 1.36 0.26  0.420
7 H 1.85 -2.27 -0.11  0.160

# 3
This record from the OMol25 dataset describes C5H12Cl7HgO2 as an isolated structure at a distorted geometry. The level of theory is ωB97M-V with the def2-TZVPD basis set.

Computed properties:
Lowest unoccupied orbital energy (eV): 2.5
Energy above the lowest of the compared OMol25 structures with the same formula, charge and spin (kJ/mol): 107.9
Net charge: -1
Electronic energy (hartree): -3722.89885
HOMO (eV): -3.939

Each line ends with the natural charge from an NBO analysis.
Atoms and positions in Å:
1 H -2.53 2.85 -3.06  0.216
2 Cl -1.30 1.22 5.20  -0.070
3 C 1.89 -1.70 3.06  -0.221
4 Cl -1.19 1.68 -1.46  -0.006
5 H 0.81 1.15 4.18  0.236
6 Cl 1.24 -0.56 -2.63  -0.002
7 Cl -1.34 1.21 -4.37  -0.043
8 H -3.25 -1.79 0.46  0.139
9 H -3.03 1.19 -2.79  0.221
10 Cl 3.34 -2.18 -3.95  -0.055
11 H -2.94 -0.36 -0.47  0.109
12 C -2.54 -1.37 -0.26  -0.220
13 O 1.20 -1.56 1.86  -0.986
14 H -2.68 -1.89 -1.22  0.115
15 O -1.23 -1.44 0.16  -0.907
16 H 3.22 0.09 -3.80  0.223
17 Cl -0.71 1.48 2.34  0.013
18 H 2.76 -1.04 3.18  0.120
19 H 1.98 -0.44 -4.91  0.217
20 C -2.17 1.83 -2.92  -0.396
21 H 1.18 -1.63 3.90  0.109
22 Cl 2.00 2.15 0.08  -0.755
23 H 2.19 -2.75 3.19  0.121
24 C -0.09 1.71 3.96  -0.383
25 Hg 0.61 0.02 0.11  1.380
26 H 0.15 2.77 4.09  0.212
27 C 2.42 -0.63 -3.94  -0.384

# 4
This record from the OMol25 dataset describes one molecule with the formula C8H16N2OS2 at a distorted geometry. The level of theory is ωB97M-V with the def2-TZVPD basis set.

Computed properties:
Lowest unoccupied orbital energy (eV): 0.6
Energy above the lowest of the compared OMol25 structures with the same formula, charge and spin (kJ/mol): 0.0
Structure (SMILES): CN(C)CSC(=S)N1CCOCC1
Electronic energy (hartree): -1295.50560
HOMO (eV): -8.195

Each line ends with the natural charge from an NBO analysis.
Atoms and positions in Å:
1 H 2.06 1.33 0.79  0.203
2 H 0.10 -1.12 -3.22  0.196
3 N -0.92 -0.90 -1.36  -0.433
4 C -1.75 -2.16 -3.32  -0.079
5 N 1.53 1.36 2.82  -0.460
6 C -3.13 -0.50 -2.31  -0.076
7 S 1.50 -1.59 -0.46  -0.182
8 H -2.33 0.40 -0.52  0.226
9 H 2.89 2.88 2.24  0.164
10 C -0.54 -1.70 -2.54  -0.258
11 H -3.84 0.29 -2.61  0.205
12 C 0.10 -0.69 -0.45  -0.056
13 C 1.96 2.74 2.83  -0.405
14 O -2.67 -1.09 -3.54  -0.528
15 H -1.62 0.99 -2.06  0.199
16 H 1.90 -0.29 1.64  0.249
17 H 2.40 1.15 4.72  0.203
18 C -1.98 0.10 -1.52  -0.252
19 C 2.19 0.55 3.82  -0.404
20 H -1.44 -2.49 -4.33  0.204
21 H 0.03 -2.57 -2.19  0.250
22 H 2.17 3.03 3.88  0.203
23 H -3.64 -1.26 -1.67  0.170
24 H -2.23 -3.00 -2.78  0.168
25 H 3.15 0.16 3.44  0.168
26 H 1.19 3.39 2.39  0.201
27 S -0.18 0.59 0.73  0.246
28 C 1.49 0.72 1.51  -0.329
29 H 1.56 -0.32 4.06  0.204